1:
{"formula": "C2H7NO2", "method": "ωB97M-V/def2-TZVPD", "spin_multiplicity": 1, "homo_energy_ha": -0.3622, "homo_lumo_gap_ev": 10.544, "symbols": ["N", "C", "O", "H", "H", "H", "C", "O", "H", "H", "H", "H"], "xyz": [[-1.06, -1.55, -0.26], [-1.89, -0.48, 0.22], [-3.14, -0.61, 0.29], [-1.56, -2.51, -0.27], [-0.24, -1.42, -0.80], [-1.31, 0.22, 0.61], [1.83, 0.86, -0.20], [0.60, 1.42, 0.21], [1.41, 0.37, -1.08], [2.15, 0.14, 0.58], [2.58, 1.66, -0.32], [0.64, 1.90, 1.04]]}



2:
{"formula": "C2H7NO2", "method": "ωB97M-V/def2-TZVPD", "spin_multiplicity": 1, "homo_energy_ha": -0.3656, "homo_lumo_gap_ev": 10.370, "symbols": ["N", "C", "C", "O", "H", "H", "H", "H", "H", "O", "H", "H"], "xyz": [[0.40, -1.11, -0.32], [-1.09, -1.49, -0.46], [-1.87, -0.23, -0.58], [-1.73, 0.62, 0.30], [0.32, -0.11, -0.06], [0.85, -1.04, -1.22], [-1.35, -2.16, 0.37], [-1.31, -1.88, -1.41], [-2.74, -0.11, -1.45], [2.87, 2.82, 1.55], [2.00, 2.46, 1.73], [3.65, 2.25, 1.53]]}



Name the least stable of them. 2.



1:
{"formula": "C5H12NOS", "method": "ωB97M-V/def2-TZVPD", "spin_multiplicity": 1, "homo_energy_ha": [-0.4554, -0.4554], "homo_lumo_gap_ev": [7.928, 7.930], "charge": 1, "symbols": ["C", "C", "C", "C", "C", "N", "O", "S", "H", "H", "H", "H", "H", "H", "H", "H", "H", "H", "H", "H"], "xyz": [[-0.76, 1.50, -0.51], [0.47, 1.69, 0.38], [-1.47, 0.25, 0.19], [2.85, 0.24, -0.15], [-0.55, -2.10, -0.05], [-0.64, -0.87, 0.74], [3.70, -0.68, -0.46], [1.55, 0.26, 0.91], [-1.31, 2.42, -0.57], [-0.28, 1.25, -1.43], [1.13, 2.28, -0.32], [0.25, 2.22, 1.32], [-1.89, -0.31, -0.65], [-2.19, 0.65, 0.96], [-1.44, -2.69, 0.12], [-0.36, -1.87, -1.07], [0.22, -2.77, 0.28], [2.76, 0.95, -0.96], [-0.74, -1.12, 1.75], [3.79, -1.33, 0.30]]}



2:
{"formula": "C5H12NOS", "method": "ωB97M-V/def2-TZVPD", "spin_multiplicity": 1, "homo_energy_ha": -0.5335, "homo_lumo_gap_ev": 10.872, "charge": 1, "symbols": ["C", "C", "C", "C", "C", "N", "O", "S", "H", "H", "H", "H", "H", "H", "H", "H", "H", "H", "H", "H"], "xyz": [[-1.31, 2.10, 1.18], [-2.21, -0.90, -0.11], [1.65, -1.05, -0.71], [2.12, 0.30, -0.14], [0.21, -1.26, -0.17], [-0.88, 0.96, 0.97], [1.27, 1.28, -0.73], [-0.86, 0.16, -0.53], [-1.78, 2.67, 0.42], [-1.26, 2.61, 2.06], [-3.25, -0.33, -0.12], [-1.98, -1.26, 0.85], [-2.14, -1.64, -0.93], [2.26, -1.80, -0.34], [1.65, -0.97, -1.83], [1.99, 0.26, 1.04], [3.17, 0.42, -0.54], [0.24, -1.60, 0.85], [-0.22, -2.05, -0.89], [1.32, 2.11, -0.34]]}



Name the least stable of them. 2.



1:
{"formula": "C2H7N2OP", "method": "ωB97M-V/def2-TZVPD", "spin_multiplicity": 1, "homo_energy_ha": -0.2898, "homo_lumo_gap_ev": 8.717, "symbols": ["C", "P", "O", "N", "C", "N", "H", "H", "H", "H", "H", "H", "H"], "xyz": [[-0.89, -0.05, 1.72], [0.03, -1.33, 0.61], [1.31, -1.67, 1.45], [0.70, -0.32, -0.60], [0.63, 0.41, -1.60], [-0.53, 0.79, -2.31], [-1.13, -0.64, 2.68], [0.07, 0.50, 2.00], [-1.77, 0.48, 1.39], [1.97, -0.96, 1.51], [1.57, 0.90, -1.94], [-1.46, 0.34, -1.92], [-0.50, 1.55, -2.99]]}



2:
{"formula": "C2H7N2OP", "method": "ωB97M-V/def2-TZVPD", "spin_multiplicity": 1, "homo_energy_ha": [-0.2591, -0.2774], "homo_lumo_gap_ev": [6.436, 6.545], "symbols": ["C", "C", "N", "N", "O", "P", "H", "H", "H", "H", "H", "H", "H"], "xyz": [[-1.31, -1.41, -0.18], [1.50, 0.83, 0.92], [0.04, -0.78, -0.09], [0.29, 0.03, 0.92], [-0.37, 1.52, -1.97], [-1.23, 2.12, -0.90], [-1.78, -1.22, -1.20], [-1.09, -2.52, -0.16], [-1.96, -1.25, 0.66], [2.31, 0.21, 1.40], [1.84, 1.34, 0.00], [1.18, 1.61, 1.62], [0.58, -0.48, -1.03]]}



Name the least stable of them. 2.



1:
{"formula": "C39H54AsBN3O4Sr", "method": "ωB97M-V/def2-TZVPD", "spin_multiplicity": 1, "homo_energy_ha": -0.1488, "homo_lumo_gap_ev": 6.511, "charge": -1, "symbols": ["Sr", "O", "C", "O", "C", "C", "C", "C", "C", "N", "C", "O", "O", "H", "H", "H", "C", "C", "As", "C", "C", "C", "C", "H", "H", "H", "H", "H", "H", "H", "H", "H", "H", "H", "H", "H", "H", "H", "C", "C", "C", "C", "C", "C", "C", "C", "C", "C", "C", "C", "N", "B", "N", "C", "C", "C", "C", "C", "C", "C", "C", "C", "C", "C", "C", "C", "C", "H", "H", "H", "H", "H", "H", "H", "H", "H", "H", "H", "H", "H", "H", "H", "H", "H", "H", "H", "H", "H", "H", "H", "H", "H", "H", "H", "H", "H", "H", "H", "H", "H", "H", "H", "H"], "xyz": [[1.81, 0.73, -0.05], [5.56, -1.79, 0.32], [4.69, -0.93, 0.20], [3.42, -1.08, 0.14], [5.15, 0.54, 0.11], [6.48, 0.91, 0.08], [6.79, 2.26, -0.02], [5.77, 3.20, -0.11], [4.46, 2.75, -0.08], [4.18, 1.45, 0.03], [3.25, 3.69, -0.20], [3.46, 4.90, -0.28], [2.13, 3.08, -0.21], [7.24, 0.14, 0.15], [7.83, 2.57, -0.05], [5.96, 4.26, -0.20], [-3.61, 2.91, -0.21], [-2.78, 3.84, 0.66], [-0.86, 3.50, 0.41], [-0.13, 5.04, 1.38], [-0.08, 4.79, 2.88], [-0.65, 4.21, -1.42], [-1.49, 5.42, -1.78], [-4.68, 3.02, -0.02], [-3.35, 1.86, -0.04], [-3.45, 3.11, -1.27], [-2.99, 3.67, 1.72], [-3.00, 4.89, 0.44], [-0.73, 5.92, 1.15], [0.87, 5.19, 0.97], [-1.06, 4.56, 3.29], [0.30, 5.67, 3.42], [0.58, 3.95, 3.12], [-0.82, 3.38, -2.11], [0.42, 4.44, -1.47], [-2.56, 5.19, -1.84], [-1.20, 5.81, -2.76], [-1.37, 6.23, -1.06], [-3.94, -1.71, -3.18], [-2.83, -0.75, -2.75], [-3.21, 0.69, -3.09], [-1.50, -1.15, -3.36], [-1.25, -0.92, -4.71], [-0.05, -1.29, -5.28], [0.93, -1.88, -4.50], [0.73, -2.13, -3.15], [1.81, -2.78, -2.30], [3.23, -2.43, -2.74], [1.62, -4.30, -2.28], [-0.51, -1.77, -2.59], [-0.75, -2.03, -1.21], [-0.32, -1.21, -0.06], [-0.89, -2.03, 1.02], [-1.57, -3.14, 0.54], [-1.49, -3.15, -0.81], [-0.80, -1.81, 2.42], [0.36, -2.20, 3.11], [0.40, -2.05, 4.49], [-0.67, -1.51, 5.18], [-1.80, -1.09, 4.48], [-1.87, -1.23, 3.10], [-3.11, -0.76, 2.36], [-4.29, -1.70, 2.61], [-3.47, 0.68, 2.73], [1.54, -2.81, 2.37], [1.37, -4.33, 2.27], [2.89, -2.47, 2.99], [-4.89, -1.45, -2.71], [-3.70, -2.74, -2.89], [-4.07, -1.69, -4.26], [-2.73, -0.82, -1.66], [-3.42, 0.81, -4.16], [-2.42, 1.39, -2.81], [-4.12, 0.98, -2.55], [-2.01, -0.44, -5.31], [0.13, -1.09, -6.33], [1.88, -2.14, -4.95], [1.68, -2.42, -1.28], [3.48, -2.92, -3.69], [3.94, -2.77, -1.99], [3.37, -1.36, -2.88], [1.72, -4.70, -3.29], [0.65, -4.58, -1.89], [2.39, -4.76, -1.65], [-2.04, -3.87, 1.19], [-1.88, -3.87, -1.51], [1.29, -2.36, 5.03], [-0.63, -1.39, 6.26], [-2.63, -0.65, 5.02], [-2.87, -0.79, 1.30], [-4.54, -1.73, 3.68], [-4.06, -2.72, 2.30], [-5.17, -1.36, 2.07], [-3.78, 0.75, 3.78], [-4.30, 1.03, 2.11], [-2.62, 1.34, 2.58], [1.53, -2.42, 1.35], [1.36, -4.78, 3.27], [2.20, -4.77, 1.71], [0.44, -4.60, 1.76], [3.03, -2.97, 3.95], [3.00, -1.40, 3.15], [3.69, -2.79, 2.33]]}



2:
{"formula": "C39H54AsBN3O4Sr", "method": "ωB97M-V/def2-TZVPD", "spin_multiplicity": 1, "homo_energy_ha": -0.1472, "homo_lumo_gap_ev": 6.472, "charge": -1, "symbols": ["Sr", "O", "C", "O", "C", "C", "C", "C", "C", "N", "C", "O", "O", "H", "H", "H", "C", "C", "As", "C", "C", "C", "C", "H", "H", "H", "H", "H", "H", "H", "H", "H", "H", "H", "H", "H", "H", "H", "C", "C", "C", "C", "C", "C", "C", "C", "C", "C", "C", "C", "N", "B", "N", "C", "C", "C", "C", "C", "C", "C", "C", "C", "C", "C", "C", "C", "C", "H", "H", "H", "H", "H", "H", "H", "H", "H", "H", "H", "H", "H", "H", "H", "H", "H", "H", "H", "H", "H", "H", "H", "H", "H", "H", "H", "H", "H", "H", "H", "H", "H", "H", "H", "H"], "xyz": [[-0.20, -0.04, -0.08], [3.49, -2.57, 0.17], [2.62, -1.71, 0.08], [1.36, -1.86, 0.03], [3.08, -0.24, 0.02], [4.42, 0.14, -0.03], [4.72, 1.49, -0.11], [3.69, 2.42, -0.15], [2.38, 1.96, -0.11], [2.11, 0.66, -0.02], [1.16, 2.90, -0.20], [1.36, 4.10, -0.26], [0.05, 2.28, -0.20], [5.18, -0.63, 0.00], [5.75, 1.81, -0.14], [3.87, 3.48, -0.22], [-5.54, 2.01, -0.05], [-4.74, 2.96, 0.83], [-2.80, 2.72, 0.54], [-2.14, 4.26, 1.57], [-2.05, 3.95, 3.05], [-2.62, 3.53, -1.26], [-3.58, 4.66, -1.61], [-6.61, 2.07, 0.15], [-5.23, 0.97, 0.11], [-5.38, 2.22, -1.10], [-4.93, 2.75, 1.89], [-5.03, 4.00, 0.65], [-2.80, 5.12, 1.38], [-1.16, 4.49, 1.16], [-3.01, 3.62, 3.46], [-1.75, 4.83, 3.63], [-1.33, 3.16, 3.25], [-2.67, 2.72, -1.99], [-1.59, 3.89, -1.27], [-4.60, 4.32, -1.75], [-3.27, 5.14, -2.55], [-3.59, 5.44, -0.84], [-6.01, -2.44, -2.99], [-4.87, -1.47, -2.69], [-5.26, -0.05, -3.09], [-3.59, -1.91, -3.36], [-3.44, -1.76, -4.73], [-2.27, -2.16, -5.37], [-1.24, -2.71, -4.63], [-1.36, -2.89, -3.26], [-0.25, -3.58, -2.49], [1.15, -3.23, -3.00], [-0.45, -5.10, -2.52], [-2.54, -2.49, -2.62], [-2.72, -2.73, -1.24], [-2.30, -1.90, -0.09], [-2.87, -2.71, 1.00], [-3.53, -3.84, 0.51], [-3.44, -3.85, -0.83], [-2.88, -2.47, 2.39], [-1.76, -2.78, 3.17], [-1.84, -2.60, 4.54], [-2.99, -2.11, 5.14], [-4.07, -1.77, 4.36], [-4.04, -1.93, 2.98], [-5.22, -1.50, 2.13], [-6.42, -2.44, 2.31], [-5.64, -0.06, 2.43], [-0.52, -3.39, 2.55], [-0.57, -4.92, 2.66], [0.78, -2.86, 3.14], [-6.93, -2.13, -2.47], [-5.77, -3.45, -2.67], [-6.22, -2.46, -4.06], [-4.69, -1.48, -1.61], [-5.55, 0.00, -4.14], [-4.43, 0.64, -2.94], [-6.10, 0.30, -2.50], [-4.24, -1.32, -5.31], [-2.17, -2.03, -6.44], [-0.34, -3.02, -5.13], [-0.31, -3.26, -1.44], [1.34, -3.70, -3.97], [1.90, -3.59, -2.30], [1.28, -2.16, -3.12], [-0.42, -5.47, -3.55], [-1.41, -5.38, -2.08], [0.33, -5.59, -1.95], [-3.98, -4.56, 1.17], [-3.81, -4.59, -1.53], [-0.98, -2.85, 5.16], [-3.03, -1.97, 6.22], [-4.97, -1.37, 4.82], [-4.90, -1.55, 1.08], [-6.75, -2.44, 3.35], [-6.17, -3.46, 2.03], [-7.26, -2.11, 1.69], [-6.06, 0.04, 3.43], [-6.40, 0.27, 1.72], [-4.78, 0.62, 2.35], [-0.52, -3.15, 1.48], [-0.59, -5.22, 3.71], [0.30, -5.36, 2.19], [-1.46, -5.32, 2.17], [0.93, -3.22, 4.16], [0.79, -1.77, 3.18], [1.62, -3.20, 2.54]]}



Name the least stable of them. 2.